one | # C4H12N3O

An isolated ion of composition C4H12N3O and charge +1 (the ωB97M-V functional and the def2-TZVPD basis, the OMol25 dataset).

XYZ file:
```
20
C4H12N3O, DFT the ωB97M-V functional and the def2-TZVPD basis
H 0.383 1.637 -0.451
H -0.824 -1.704 -0.735
C -1.321 2.117 0.645
C 1.230 -1.621 0.248
N -0.762 -0.330 0.721
H -1.959 0.604 -0.757
H -1.910 2.758 -0.033
N 2.203 -1.933 -0.759
C -1.739 0.685 0.316
H -1.188 -0.940 1.412
O 0.262 -0.164 -1.315
C -0.059 -0.997 -0.369
H 0.573 3.045 0.285
H 1.984 -2.025 -1.731
H 3.105 -2.340 -0.574
H 0.973 -2.566 0.735
H -2.656 0.482 0.876
H 1.719 -0.956 0.957
H -1.539 2.448 1.659
N 0.099 2.158 0.366
```

Calculated values
HOMO level in Ha: -0.4825
Total charge: +1

Results of the natural (NBO) charge analysis, in e, for atoms 1 through 6: 0.40 0.32 -0.23 -0.20 -0.35 0.25

=====

two | # C4H12N3O

A 2-piece molecular cluster, C4H12N3O overall (the ωB97M-V functional and the def2-TZVPD basis, the OMol25 dataset).

XYZ file:
```
20
C4H12N3O, DFT the ωB97M-V functional and the def2-TZVPD basis
H -0.950 2.782 -0.097
H -1.989 1.969 2.146
H -0.486 -2.819 -1.100
H 0.286 0.448 1.176
H -0.928 1.057 3.119
C -0.434 1.820 -0.135
O 2.224 -1.985 0.078
C -0.930 1.743 2.280
N 0.577 -1.145 -1.873
H 1.593 -1.279 -1.767
H -0.420 2.666 2.553
H 0.355 -0.008 -1.697
N -0.337 1.228 1.048
H -0.741 -1.296 -0.223
C -0.002 -1.903 -0.741
N 0.003 1.376 -1.273
H -0.026 2.138 -1.938
H 0.817 -2.993 1.044
C 1.082 -2.334 0.198
H 0.308 -1.467 -2.797
```

Calculated values
HOMO level in Ha: -0.4955
Total charge: +1

Results of the natural (NBO) charge analysis, in e, for atoms 1 through 6: 0.19 0.22 0.25 0.40 0.24 0.36

=====

Quick ranking, most stable first: two, one.

=====

one | # C3H4N4

One molecule with the formula C3H4N4 (the ωB97M-V functional and the def2-TZVPD basis, the OMol25 dataset).

XYZ file:
```
11
C3H4N4, DFT the ωB97M-V functional and the def2-TZVPD basis
N 0.840 0.309 -1.484
H -0.875 -2.268 -0.026
H 0.552 2.578 1.098
C 0.115 -0.879 -1.380
N -0.401 -0.361 0.876
N 0.779 1.227 -0.611
C 0.109 0.933 0.657
N 0.000 1.800 1.539
H -0.823 -0.565 1.746
H 0.161 -1.521 -2.225
C -0.457 -1.253 -0.189
```

Calculated values
SMILES string: [H]/N=c1\nncc[nH]1
HOMO level in Ha: -0.3246

Results of the natural (NBO) charge analysis, in e, for atoms 1 through 6: -0.11 0.23 0.36 -0.20 -0.57 -0.20

=====

two | # C3H4N4

One molecule with the formula C3H4N4 (the ωB97M-V functional and the def2-TZVPD basis, the OMol25 dataset).

XYZ file:
```
11
C3H4N4, DFT the ωB97M-V functional and the def2-TZVPD basis
C -0.413 -0.057 0.126
H 3.223 0.326 -0.123
N 1.421 1.295 0.018
N 0.353 -1.208 0.043
C -1.986 -0.063 -0.091
H -2.302 -0.266 0.939
N 0.178 1.137 0.065
N 1.782 -1.215 0.027
H -2.314 -1.034 -0.581
C 2.207 0.074 -0.053
H -2.150 1.010 -0.371
```

Calculated values
SMILES string: Cc1nncnn1
HOMO level in Ha: -0.3443

Results of the natural (NBO) charge analysis, in e, for atoms 1 through 6: 0.34 0.19 -0.15 -0.23 -0.67 0.23

=====

three | # C3H4N4

One molecule with the formula C3H4N4 (the ωB97M-V functional and the def2-TZVPD basis, the OMol25 dataset).

XYZ file:
```
11
C3H4N4, DFT the ωB97M-V functional and the def2-TZVPD basis
C -0.062 0.039 -0.539
C 0.341 -0.962 0.467
N 0.285 1.163 0.407
N -0.094 -0.607 1.786
H -0.070 0.622 -2.463
H -1.543 0.033 -1.897
N -0.535 -0.017 -1.831
C -0.105 0.660 1.693
H -0.427 1.347 2.468
N 1.261 0.127 -0.106
H 0.562 -2.004 0.244
```

Calculated values
SMILES string: N[C@]12[C@@H]3N=CN1N32
HOMO level in Ha: -0.3593

Results of the natural (NBO) charge analysis, in e, for atoms 1 through 6: 0.32 0.00 -0.34 -0.41 0.39 0.39

=====

Quick ranking, most stable first: one, three, two.

=====

one | # C7H13N3O4

One molecule with the formula C7H13N3O4 (the ωB97M-V functional and the def2-TZVPD basis, the OMol25 dataset).

XYZ file:
```
27
C7H13N3O4, DFT the ωB97M-V functional and the def2-TZVPD basis
H 0.513 0.285 2.106
H -1.240 -1.779 1.229
N 2.154 0.717 -1.349
H -4.503 -0.517 -0.869
H 2.884 1.357 -1.098
H -2.083 -0.297 1.748
O -0.115 2.190 -0.734
H 4.443 -0.423 -0.216
C -0.968 1.450 -0.041
H 2.284 0.540 -2.348
O -2.031 1.883 0.345
C -0.512 0.010 0.272
N 0.659 0.036 1.136
C 1.967 -0.224 0.857
N -3.856 -0.418 -0.071
O -2.478 -1.961 -1.027
H 3.991 -1.268 -1.725
H 0.701 1.647 -0.958
H 1.633 -1.281 -0.996
H -3.803 0.494 0.376
H 3.797 -2.047 -0.162
O 2.820 -0.179 1.730
C -2.685 -1.124 -0.171
C 3.734 -1.116 -0.695
C 2.330 -0.530 -0.604
C -1.638 -0.806 0.894
H -0.238 -0.482 -0.684
```

Calculated values
SMILES string: C[C@H](N)C(=O)N[C@@H](CC(N)=O)C(=O)O
HOMO level in Ha: -0.3647

Results of the natural (NBO) charge analysis, in e, for atoms 1 through 6: 0.41 0.25 -0.84 0.40 0.38 0.23

=====

two | # C7H13N3O4

One molecule with the formula C7H13N3O4 (the ωB97M-V functional and the def2-TZVPD basis, the OMol25 dataset).

XYZ file:
```
27
C7H13N3O4, DFT the ωB97M-V functional and the def2-TZVPD basis
H -1.460 -0.714 -0.512
H -0.229 -2.899 -0.412
H -0.371 0.114 2.141
C 0.701 -2.729 1.444
H 0.008 3.023 -2.151
N 0.901 1.938 -0.465
O 0.600 -3.941 1.630
N -1.459 1.544 1.132
N 1.379 -1.857 2.236
H -0.972 2.004 -1.100
C 0.848 1.006 0.556
H 1.094 -0.941 1.867
H 1.485 -1.957 3.278
O -1.385 0.531 -2.947
C -0.024 2.016 -1.623
C -0.441 0.463 1.050
O 1.817 0.613 1.157
H 0.610 -0.298 -3.789
C -0.994 -0.823 0.442
C 0.033 -1.963 0.225
C -0.290 0.964 -2.679
H -2.366 1.396 0.637
H -1.892 -1.045 1.026
H 1.863 2.255 -0.649
H -1.188 2.511 1.071
O 0.826 0.328 -3.165
H 0.907 -1.538 -0.400
```

Calculated values
SMILES string: NC(=O)CC[C@H](N)C(=O)NCC(=O)O
HOMO level in Ha: -0.3440

Results of the natural (NBO) charge analysis, in e, for atoms 1 through 6: 0.23 0.26 0.22 0.68 0.24 -0.62

=====

Quick ranking, most stable first: one, two.

=====

one | # ClH12O10

A 7-piece molecular cluster, ClH12O10 overall (the ωB97M-V functional and the def2-TZVPD basis, the OMol25 dataset).

XYZ file:
```
23
ClH12O10, DFT the ωB97M-V functional and the def2-TZVPD basis
O 5.068 0.111 1.045
O 1.259 -0.559 -1.551
H 1.511 -4.231 1.528
O -0.562 0.845 -0.961
H -3.740 -0.566 -0.285
H -1.288 1.438 3.071
H 0.280 -4.371 0.657
O 0.981 0.079 0.697
O -0.542 -1.331 -0.344
O -4.633 -0.821 -0.052
H 1.072 5.211 -1.376
H -0.566 -1.769 -4.140
H -1.562 -0.633 -4.049
H 4.132 0.229 1.209
H 1.286 3.787 -0.908
H -2.416 1.924 3.956
O -1.606 2.212 3.535
Cl 0.321 -0.216 -0.549
O -1.455 -1.520 -4.392
H -4.999 -0.046 0.375
O 0.834 -4.857 1.268
H 5.492 0.408 1.850
O 1.132 4.675 -0.585
```

Calculated values
HOMO level in Ha: -0.2323
Total charge: -1

Results of the natural (NBO) charge analysis, in e, for atoms 1 through 6: -0.94 -0.88 0.47 -0.89 0.49 0.48

=====

two | # ClH12O10

A 7-piece molecular cluster, ClH12O10 overall (the ωB97M-V functional and the def2-TZVPD basis, the OMol25 dataset).

XYZ file:
```
23
ClH12O10, DFT the ωB97M-V functional and the def2-TZVPD basis
O 1.855 3.629 0.143
H 2.029 -0.850 1.500
O -1.547 0.194 -0.033
O -1.550 -1.507 -2.834
O -1.589 0.957 3.683
O -2.498 1.465 -2.622
H -1.107 0.524 2.978
H -0.948 1.057 4.386
O 0.486 -0.967 -0.495
O 0.292 1.372 -0.923
H -1.877 -2.325 -2.458
O 1.165 -4.161 -0.731
H 1.429 3.628 1.000
H 0.966 -4.464 -1.617
H -0.670 -1.411 -2.471
O 0.308 0.556 1.233
O 2.812 -0.862 2.050
Cl -0.102 0.262 -0.146
H -2.587 2.415 -2.700
H -2.093 1.331 -1.765
H 1.094 -3.208 -0.782
H 2.542 -0.435 2.863
H 1.590 2.801 -0.258
```

Calculated values
HOMO level in Ha: -0.2563
Total charge: -1

Results of the natural (NBO) charge analysis, in e, for atoms 1 through 6: -0.96 0.49 -0.86 -0.93 -0.95 -0.95

=====

Quick ranking, most stable first: two, one.